No. 1
Entry from the OMol25 dataset: a molecular structure, C21H15N2NaO5 (ωB97M-V with the def2-TZVPD basis set).

Computed properties:
Gap between HOMO and LUMO in eV: 5.5
E_tot in a.u.: -1457.40345
Total charge: -2
Highest occupied orbital energy in eV: -1.17

Last column: natural (NBO) charge in e.
Geometry (Å):
1 Na 0.649 0.358 -1.851  0.924
2 O -0.737 2.091 -2.175  -0.781
3 C -1.774 2.611 -1.678  0.429
4 C -2.210 3.922 -2.077  -0.333
5 C -3.322 4.534 -1.551  -0.210
6 C -4.112 3.894 -0.586  -0.362
7 C -3.731 2.625 -0.183  -0.162
8 C -2.604 1.968 -0.683  -0.234
9 C -2.363 0.620 -0.186  0.073
10 N -1.371 -0.133 -0.463  -0.330
11 N -1.460 -1.393 0.121  -0.516
12 C -0.579 -2.219 -0.402  0.513
13 O 0.289 -2.000 -1.290  -0.791
14 C -0.638 -3.617 0.184  -0.009
15 C 0.253 -4.576 -0.287  -0.215
16 C 0.240 -5.868 0.221  -0.238
17 C -0.665 -6.220 1.213  -0.247
18 C -1.557 -5.266 1.691  -0.244
19 C -1.544 -3.977 1.181  -0.206
20 H -1.600 4.422 -2.821  0.196
21 H -3.590 5.530 -1.892  0.178
22 H -4.990 4.373 -0.170  0.180
23 H -4.330 2.101 0.558  0.180
24 H -3.140 0.214 0.477  0.135
25 H 0.954 -4.267 -1.051  0.240
26 H 0.944 -6.602 -0.156  0.192
27 H -0.675 -7.228 1.614  0.188
28 H -2.266 -5.531 2.468  0.190
29 H -2.230 -3.220 1.537  0.236
30 O 2.321 -0.496 -0.098  -0.685
31 C 2.733 0.645 0.505  0.388
32 C 2.477 0.909 1.848  -0.325
33 C 2.980 2.058 2.439  -0.214
34 C 3.761 2.935 1.700  -0.278
35 C 4.014 2.657 0.361  -0.164
36 C 3.494 1.535 -0.267  -0.209
37 C 3.730 1.346 -1.781  0.763
38 O 4.831 1.760 -2.194  -0.762
39 O 2.790 0.850 -2.443  -0.791
40 H 1.606 -0.965 0.352  0.497
41 H 1.876 0.208 2.418  0.202
42 H 2.760 2.262 3.481  0.190
43 H 4.161 3.832 2.158  0.188
44 H 4.622 3.316 -0.245  0.223


No. 2
Entry from the OMol25 dataset: a molecular structure, C21H15N6O4Ti in a non-equilibrium geometry (ωB97M-V with the def2-TZVPD basis set).

Computed properties:
Gap between HOMO and LUMO (spin up / spin down) in eV: 7.0 / 7.1
Spin multiplicity: 2
E_tot in a.u.: -2287.67461
Total charge: +2
Highest occupied orbital energy (spin up / spin down) in eV: -14.92 / -14.95
Energy above the lowest of the compared OMol25 structures with the same formula, charge and spin in kJ/mol: 0.0

Last column: natural (NBO) charge in e.
Geometry (Å):
1 Ti 0.766 0.763 -0.550  1.770
2 N -2.944 2.596 0.792  -0.488
3 C -1.682 2.325 0.564  0.376
4 N -1.273 1.366 -0.252  -0.690
5 C -2.230 0.590 -0.929  0.430
6 N -1.851 -0.293 -1.796  -0.310
7 N -0.480 -0.289 -1.907  -0.401
8 C 0.061 -0.671 -3.003  0.176
9 C 1.508 -0.532 -3.123  0.118
10 C 2.191 -0.946 -4.247  -0.168
11 C 3.567 -0.741 -4.301  -0.094
12 C 4.198 -0.118 -3.241  -0.202
13 C 3.443 0.291 -2.151  0.095
14 N 2.125 0.089 -2.084  -0.557
15 C -3.637 0.833 -0.674  -0.167
16 C -4.650 0.082 -1.276  -0.120
17 C -5.969 0.367 -0.996  -0.178
18 C -6.298 1.403 -0.120  -0.122
19 C -5.312 2.158 0.484  -0.243
20 C -3.987 1.863 0.202  0.228
21 H -3.175 3.352 1.425  0.450
22 H -0.938 2.925 1.076  0.239
23 H -0.537 -1.052 -3.826  0.247
24 H 1.666 -1.421 -5.064  0.259
25 H 4.130 -1.063 -5.167  0.263
26 H 5.263 0.064 -3.246  0.267
27 H 3.904 0.795 -1.310  0.235
28 H -4.383 -0.715 -1.956  0.253
29 H -6.755 -0.213 -1.458  0.251
30 H -7.337 1.619 0.089  0.252
31 H -5.565 2.963 1.163  0.242
32 O 2.926 2.443 2.408  -0.461
33 C 2.368 1.532 1.898  0.777
34 O 1.701 1.679 0.698  -0.788
35 C 2.292 0.136 2.417  -0.191
36 C 1.613 -0.887 1.759  -0.090
37 C 1.578 -2.171 2.269  -0.211
38 C 2.240 -2.408 3.460  0.073
39 C 2.922 -1.422 4.144  -0.164
40 C 2.945 -0.142 3.612  -0.125
41 N 2.206 -3.786 4.014  0.526
42 O 1.604 -4.613 3.365  -0.350
43 O 2.791 -3.968 5.052  -0.320
44 H 1.044 -0.797 0.820  0.098
45 H 1.058 -2.981 1.778  0.272
46 H 3.422 -1.662 5.072  0.280
47 H 3.471 0.657 4.116  0.265


No. 3
Entry from the OMol25 dataset: a molecular structure, C21H16IrN2O9S2 (ωB97M-V with the def2-TZVPD basis set).

Computed properties:
Gap between HOMO and LUMO in eV: 7.7
E_tot in a.u.: -2497.33399
Total charge: -1
Highest occupied orbital energy in eV: -5.07
Energy above the lowest of the compared OMol25 structures with the same formula, charge and spin in kJ/mol: 0.0

Last column: natural (NBO) charge in e.
Geometry (Å):
1 Ir 0.218 -0.185 0.018  1.357
2 C -0.081 -2.133 3.543  -0.250
3 O 1.216 -1.811 4.065  -0.521
4 C 1.761 -0.624 3.673  0.224
5 C 2.331 0.166 4.650  -0.229
6 C 2.931 1.387 4.341  -0.260
7 C 2.940 1.817 3.034  -0.176
8 C 2.361 1.042 2.023  -0.212
9 C 2.505 1.463 0.640  0.129
10 N 1.735 1.030 -0.282  -0.231
11 N 2.134 1.145 -1.618  -0.429
12 C 1.763 0.046 -2.222  0.547
13 O 1.094 -0.917 -1.669  -0.655
14 C 2.127 -0.139 -3.648  -0.030
15 C 3.114 0.638 -4.245  -0.198
16 C 3.431 0.448 -5.581  -0.226
17 C 2.761 -0.515 -6.326  -0.217
18 C 1.773 -1.287 -5.731  -0.209
19 C 1.455 -1.103 -4.394  -0.196
20 C 1.793 -0.224 2.314  0.385
21 O 1.351 -1.072 1.400  -0.684
22 H -0.556 -2.760 4.297  0.171
23 H -0.011 -2.661 2.596  0.210
24 H -0.674 -1.229 3.391  0.187
25 H 2.285 -0.191 5.672  0.214
26 H 3.372 1.989 5.124  0.204
27 H 3.396 2.764 2.768  0.201
28 H 3.350 2.077 0.338  0.198
29 H 3.621 1.385 -3.651  0.231
30 H 4.203 1.051 -6.043  0.204
31 H 3.009 -0.661 -7.370  0.202
32 H 1.244 -2.033 -6.311  0.207
33 H 0.684 -1.688 -3.911  0.249
34 O -2.118 -1.081 -1.817  -0.959
35 S -2.436 -1.657 -0.539  2.413
36 O -3.097 -2.935 -0.529  -0.976
37 O -1.256 -1.666 0.384  -0.984
38 C -3.589 -0.525 0.265  -0.214
39 C -4.855 -1.041 0.498  -0.216
40 C -5.862 -0.261 1.050  -0.203
41 C -5.610 1.058 1.373  -0.219
42 C -4.346 1.587 1.156  -0.180
43 C -3.331 0.811 0.612  -0.365
44 S -1.744 1.644 0.503  2.399
45 O -1.177 1.406 -0.838  -0.933
46 O -1.980 3.007 0.866  -0.938
47 O -0.847 0.907 1.464  -0.935
48 H -5.033 -2.072 0.230  0.250
49 H -6.840 -0.691 1.222  0.208
50 H -6.386 1.681 1.798  0.209
51 H -4.126 2.612 1.414  0.246